13
Properties=species:S:1:pos:R:3:forces:R:3:nbo_charge:R:1 method="wB97M-V/def2-TZVPD" multiplicity=1 e_above_lowest_ev=4.227 max_force_ev_per_a=6.4
C 2.0566 -0.4329 -0.1009 2.47 -1.66 0.48 -0.441
C -0.3816 0.2187 -0.5401 1.48 2.27 -2.33 0.134
C -0.9172 -0.0629 0.6489 -3.08 0.61 -0.27 -0.461
C -2.3803 0.1648 0.7802 -0.89 1.22 0.77 -0.242
H 2.9533 -0.7028 -0.8825 -2.00 0.41 2.48 0.221
H 2.4596 0.3009 0.7031 -1.04 0.07 -1.93 0.198
H 1.8439 -1.2778 0.6531 0.23 0.54 -1.77 0.209
H 1.1060 0.5421 -1.8748 0.12 -3.20 3.34 0.379
H -1.0144 1.1865 -1.2954 1.98 -3.98 2.17 0.245
H -0.4209 -0.3919 1.5221 0.73 -0.67 0.46 0.229
H -2.7943 0.3194 1.9055 0.94 -0.62 -2.71 0.212
N 0.9259 -0.2424 -0.9955 -2.11 5.40 -2.70 -0.617
S -3.4364 0.3783 -0.5237 1.16 -0.39 2.02 -0.067



81
Properties=species:S:1:pos:R:3:forces:R:3:lowdin_spin:R:1 method="wB97M-V/def2-TZVPD" multiplicity=2 charge=+1 s_squared=0.7508 e_above_lowest_ev=2.501 max_force_ev_per_a=1.7
Ce -0.6115 -0.3937 -0.0252 0.21 0.62 -0.41 1.009
C -2.6871 5.0656 -1.5375 -0.30 -0.09 0.62 0.000
Si -3.4441 4.5935 0.1497 -0.28 0.15 -0.35 0.000
C -4.9945 3.5289 -0.1640 0.52 0.29 0.09 0.000
C -4.0250 6.1578 1.0678 0.32 -0.55 -0.34 0.000
C -2.0372 3.7699 1.1428 -0.18 -0.59 -0.52 0.000
C -1.4315 4.5154 2.2231 0.18 0.28 0.35 0.000
C -0.5838 4.1571 3.1930 0.09 -0.05 0.16 0.000
C 0.0660 2.8368 3.5044 -0.22 -0.06 -0.24 0.000
N -0.3011 1.9914 1.1638 0.02 0.59 0.16 -0.002
C -1.5513 2.5952 0.6894 -0.05 0.45 -0.15 0.000
S -2.3474 1.6500 -0.5275 -0.12 -0.16 -0.27 -0.003
H -3.4158 5.5946 -2.1433 -0.18 0.13 -0.13 0.000
H -2.3873 4.1751 -2.0805 0.04 -0.20 -0.06 0.000
H -1.8161 5.7059 -1.4298 0.13 0.12 0.10 0.000
H -5.7938 4.1570 -0.5434 -0.17 0.26 -0.02 0.000
H -5.3546 3.0384 0.7345 -0.04 -0.08 0.23 0.000
H -4.7911 2.7671 -0.9062 0.02 -0.09 -0.09 0.000
H -4.8614 6.5879 0.5283 -0.21 0.08 -0.15 0.000
H -3.2559 6.9203 1.1202 0.20 0.16 0.02 0.000
H -4.3610 5.9464 2.0779 -0.05 -0.10 0.20 0.000
H -1.7706 5.5395 2.2624 0.07 0.25 0.17 0.000
H -0.3084 4.9175 3.9153 -0.01 0.13 -0.06 0.000
H 1.1511 2.9858 3.4485 -0.10 -0.09 0.08 0.000
S -0.1576 -2.9032 -1.4552 0.18 -0.55 0.21 -0.002
C -0.3670 -1.7501 -2.6792 0.03 0.09 -0.27 0.001
N -0.3065 -0.4520 -2.4381 0.13 -0.51 -0.42 -0.001
C -0.5979 0.2960 -3.5553 -0.19 0.37 -0.75 0.000
C -0.6431 1.6891 -3.6012 0.07 -0.15 0.05 0.000
C -1.0153 2.2982 -4.7828 0.03 -0.02 0.04 0.000
C -1.3186 1.5405 -5.9124 -0.01 -0.02 -0.08 0.000
C -1.2420 0.1605 -5.8928 0.01 0.05 -0.03 0.000
C -0.8859 -0.4571 -4.7078 0.13 0.02 0.41 0.000
S -0.7415 -2.1642 -4.3479 -0.04 0.39 0.40 0.001
H -0.4027 2.2585 -2.7110 -0.08 0.01 -0.10 0.000
H -1.0760 3.3745 -4.8337 0.01 0.10 0.00 0.000
H -1.6170 2.0345 -6.8221 -0.01 0.10 -0.13 0.000
H -1.4530 -0.4218 -6.7738 -0.07 -0.06 -0.17 0.000
C 1.8693 -2.7302 1.4078 -0.15 0.00 -0.09 0.001
P 2.1374 -1.2253 0.3741 1.13 -0.52 0.24 -0.001
C 3.4158 -1.9224 -0.7354 -0.20 0.23 -0.06 -0.001
C 3.0788 -0.1287 1.5077 -0.21 0.10 -0.16 0.000
C 4.4212 0.1685 1.3130 0.04 -0.02 0.06 0.000
C 5.0868 1.0110 2.1890 -0.09 0.00 0.03 0.000
C 4.4209 1.5413 3.2808 0.00 0.00 0.01 0.000
C 3.0770 1.2673 3.4741 0.08 -0.02 -0.03 0.000
C 2.3827 0.4714 2.5708 -0.21 -0.18 -0.12 0.000
P 0.6018 0.0473 2.7368 0.41 0.93 0.87 -0.001
C 0.5180 -0.3336 4.5345 -0.22 -0.18 -0.38 -0.001
C -0.3526 1.6782 2.6105 0.22 -0.52 0.26 0.000
H 2.7625 -2.9543 1.9922 -0.03 0.01 0.01 0.000
H 1.6666 -3.5544 0.7188 0.04 0.04 0.12 0.000
H 1.0075 -2.6111 2.0710 0.15 -0.08 -0.05 0.000
H 4.2271 -2.3701 -0.1620 0.03 0.04 0.00 0.000
H 3.8006 -1.1590 -1.4097 0.06 -0.04 -0.03 0.000
H 2.9305 -2.6985 -1.3282 -0.01 0.05 -0.02 0.000
H 4.9622 -0.2587 0.4831 0.05 -0.05 -0.07 0.000
H 6.1266 1.2397 2.0245 0.17 0.03 -0.01 0.000
H 4.9430 2.1673 3.9854 0.10 0.10 0.09 0.000
H 2.5816 1.6744 4.3415 -0.05 0.05 0.08 0.000
H 0.8475 0.5067 5.1394 0.02 0.04 0.02 0.000
H 1.1500 -1.1942 4.7461 0.00 -0.04 0.01 0.000
H -0.5106 -0.5814 4.7851 -0.08 -0.03 0.12 0.000
H -0.1874 2.5795 4.5391 0.20 -0.01 0.00 0.000
H -1.3937 1.3955 2.8434 0.23 0.06 -0.09 0.000
H 0.4536 2.6782 1.0309 -0.28 -0.31 -0.07 0.000
C -6.2501 -2.8711 0.1891 -0.30 0.01 -0.15 0.000
N -4.8973 -2.3799 0.2659 0.08 0.04 -0.29 0.000
C -4.1388 -2.3271 1.4895 0.29 0.08 0.34 0.000
C -2.8341 -1.7289 0.9906 -1.58 -0.62 -0.39 0.000
O -1.8390 -1.4655 1.6690 -0.17 -0.37 0.86 -0.001
N -2.9177 -1.5188 -0.3319 0.07 0.01 0.02 0.000
C -4.1451 -1.9015 -0.7322 0.12 -0.08 0.40 0.000
N -4.5164 -1.8147 -1.9997 -0.04 0.03 0.12 0.000
H -6.4831 -3.3981 1.1124 0.02 -0.02 -0.09 0.000
H -6.3543 -3.5696 -0.6412 -0.05 -0.05 0.02 0.000
H -6.9653 -2.0540 0.0729 0.00 -0.02 -0.01 0.000
H -3.9716 -3.3225 1.9121 -0.01 0.07 0.00 0.000
H -4.6113 -1.6901 2.2434 0.08 -0.03 -0.04 0.000
H -3.8530 -1.4176 -2.6459 -0.06 -0.03 -0.09 0.000
H -5.4372 -2.0664 -2.3169 0.07 0.04 0.02 0.000



44
Properties=species:S:1:pos:R:3:forces:R:3:nbo_charge:R:1 method="wB97M-V/def2-TZVPD" multiplicity=1 e_above_lowest_ev=3.099 max_force_ev_per_a=3.2
C 0.4369 -0.2561 -2.6364 2.37 1.63 -1.42 -0.364
C 3.4353 -0.3084 -0.7908 0.47 0.03 0.23 -0.193
C 0.6324 1.1658 -2.4753 -1.28 -1.38 -0.46 -0.362
H 0.1525 -0.4421 -3.7008 -0.84 -0.34 1.06 0.224
C 3.2288 0.8646 -0.1911 -0.30 -0.10 0.51 -0.177
H 3.9910 -1.0845 -0.2503 0.46 0.60 -0.26 0.198
H -0.2874 1.7309 -2.5817 -0.11 0.13 -0.30 0.163
H 3.8728 1.1813 0.6415 -0.53 -0.67 0.13 0.198
C 1.7699 1.9326 -2.0134 0.41 1.31 0.74 -0.442
H 1.5172 2.9986 -2.1787 0.16 -0.45 -0.05 0.213
H 2.6487 1.7398 -2.6336 0.26 0.24 0.37 0.195
C 1.5540 -1.2583 -2.2651 -0.37 -0.15 -0.48 -0.408
H 1.5705 -2.0260 -3.0482 -0.21 0.05 0.10 0.204
H 1.2804 -1.7972 -1.3511 0.12 0.17 -0.01 0.201
C 2.9942 -0.7497 -2.1584 -0.11 -0.84 0.05 -0.447
H 3.2277 -0.0159 -2.9416 -0.12 -0.26 0.32 0.220
H 3.6017 -1.6434 -2.3812 -0.02 0.42 -0.03 0.211
C 2.1008 1.8126 -0.4947 0.82 0.51 -0.54 -0.440
H 2.3796 2.7918 -0.0822 -0.12 -0.03 -0.16 0.200
H 1.1875 1.5091 0.0467 0.34 -0.06 -0.11 0.196
Zn -1.5857 -0.4367 -0.6308 0.26 -0.59 -0.42 1.237
H -0.5626 -0.6320 -2.0650 -1.54 -0.16 0.26 -0.084
C -3.4620 1.8025 0.2165 -0.20 0.02 0.11 -0.417
N -2.5127 0.8507 0.8107 -0.45 -0.20 0.15 -0.554
C -1.4687 1.5662 1.5665 0.15 0.09 0.13 -0.438
C -3.1958 -0.1906 1.6839 0.03 0.59 -0.40 -0.245
C -2.2971 -1.3937 1.8647 -0.03 -0.89 0.88 -0.122
C -2.3967 -2.2189 3.0057 0.41 0.35 -0.59 -0.210
C -1.4774 -3.2713 3.1452 -0.29 0.15 -0.04 -0.222
C -0.5602 -3.5626 2.1334 0.19 0.50 -0.52 -0.219
C -0.5101 -2.7533 0.9742 -0.25 -0.89 1.15 -0.243
C -1.3778 -1.6816 0.8631 0.23 0.29 -0.24 -0.560
H -2.9225 2.5144 -0.4170 -0.06 -0.16 0.12 0.214
H -4.0046 2.3650 0.9861 0.01 0.00 -0.01 0.184
H -4.1879 1.2675 -0.4044 0.13 0.07 0.13 0.211
H -0.6574 0.8802 1.8456 -0.31 0.12 -0.04 0.232
H -1.0461 2.3682 0.9460 -0.13 -0.26 0.10 0.214
H -1.8889 2.0210 2.4797 0.08 -0.12 -0.20 0.189
H -3.4650 0.2405 2.6614 0.09 0.10 -0.24 0.198
H -4.1411 -0.4688 1.1878 0.33 0.11 0.03 0.212
H -3.1739 -2.0202 3.7529 0.44 -0.11 -0.09 0.205
H -1.4630 -3.8534 4.0653 -0.14 -0.01 -0.25 0.212
H 0.1327 -4.4001 2.2392 -0.20 0.25 0.07 0.211
H 0.2002 -2.9757 0.1787 -0.14 -0.05 0.20 0.205



What did the third record say?
44
Properties=species:S:1:pos:R:3:forces:R:3:nbo_charge:R:1 method="wB97M-V/def2-TZVPD" multiplicity=1 e_above_lowest_ev=3.099 max_force_ev_per_a=3.2
C 0.4369 -0.2561 -2.6364 2.37 1.63 -1.42 -0.364
C 3.4353 -0.3084 -0.7908 0.47 0.03 0.23 -0.193
C 0.6324 1.1658 -2.4753 -1.28 -1.38 -0.46 -0.362
H 0.1525 -0.4421 -3.7008 -0.84 -0.34 1.06 0.224
C 3.2288 0.8646 -0.1911 -0.30 -0.10 0.51 -0.177
H 3.9910 -1.0845 -0.2503 0.46 0.60 -0.26 0.198
H -0.2874 1.7309 -2.5817 -0.11 0.13 -0.30 0.163
H 3.8728 1.1813 0.6415 -0.53 -0.67 0.13 0.198
C 1.7699 1.9326 -2.0134 0.41 1.31 0.74 -0.442
H 1.5172 2.9986 -2.1787 0.16 -0.45 -0.05 0.213
H 2.6487 1.7398 -2.6336 0.26 0.24 0.37 0.195
C 1.5540 -1.2583 -2.2651 -0.37 -0.15 -0.48 -0.408
H 1.5705 -2.0260 -3.0482 -0.21 0.05 0.10 0.204
H 1.2804 -1.7972 -1.3511 0.12 0.17 -0.01 0.201
C 2.9942 -0.7497 -2.1584 -0.11 -0.84 0.05 -0.447
H 3.2277 -0.0159 -2.9416 -0.12 -0.26 0.32 0.220
H 3.6017 -1.6434 -2.3812 -0.02 0.42 -0.03 0.211
C 2.1008 1.8126 -0.4947 0.82 0.51 -0.54 -0.440
H 2.3796 2.7918 -0.0822 -0.12 -0.03 -0.16 0.200
H 1.1875 1.5091 0.0467 0.34 -0.06 -0.11 0.196
Zn -1.5857 -0.4367 -0.6308 0.26 -0.59 -0.42 1.237
H -0.5626 -0.6320 -2.0650 -1.54 -0.16 0.26 -0.084
C -3.4620 1.8025 0.2165 -0.20 0.02 0.11 -0.417
N -2.5127 0.8507 0.8107 -0.45 -0.20 0.15 -0.554
C -1.4687 1.5662 1.5665 0.15 0.09 0.13 -0.438
C -3.1958 -0.1906 1.6839 0.03 0.59 -0.40 -0.245
C -2.2971 -1.3937 1.8647 -0.03 -0.89 0.88 -0.122
C -2.3967 -2.2189 3.0057 0.41 0.35 -0.59 -0.210
C -1.4774 -3.2713 3.1452 -0.29 0.15 -0.04 -0.222
C -0.5602 -3.5626 2.1334 0.19 0.50 -0.52 -0.219
C -0.5101 -2.7533 0.9742 -0.25 -0.89 1.15 -0.243
C -1.3778 -1.6816 0.8631 0.23 0.29 -0.24 -0.560
H -2.9225 2.5144 -0.4170 -0.06 -0.16 0.12 0.214
H -4.0046 2.3650 0.9861 0.01 0.00 -0.01 0.184
H -4.1879 1.2675 -0.4044 0.13 0.07 0.13 0.211
H -0.6574 0.8802 1.8456 -0.31 0.12 -0.04 0.232
H -1.0461 2.3682 0.9460 -0.13 -0.26 0.10 0.214
H -1.8889 2.0210 2.4797 0.08 -0.12 -0.20 0.189
H -3.4650 0.2405 2.6614 0.09 0.10 -0.24 0.198
H -4.1411 -0.4688 1.1878 0.33 0.11 0.03 0.212
H -3.1739 -2.0202 3.7529 0.44 -0.11 -0.09 0.205
H -1.4630 -3.8534 4.0653 -0.14 -0.01 -0.25 0.212
H 0.1327 -4.4001 2.2392 -0.20 0.25 0.07 0.211
H 0.2002 -2.9757 0.1787 -0.14 -0.05 0.20 0.205